The following is a quantum chemistry calculation of an isolated molecule of C2H4Cl2, from the OMol25 dataset.

```
8
Properties=species:S:1:pos:R:3:mulliken_charge:R:1
Cl 0.96100 0.49374 -1.79363 -0.199
C 0.77092 0.11992 -0.05180 -0.348
C -0.70348 -0.06462 0.11601 -0.467
Cl -1.16492 -0.60607 1.68322 -0.198
H 1.19640 0.96657 0.48695 0.300
H 1.32468 -0.80449 0.11230 0.286
H -1.07960 -0.92104 -0.44362 0.283
H -1.30501 0.81596 -0.10943 0.343
```

- Multiplicity: 1
- Total energy: -998.98342 Ha
- SMILES: ClCCCl